# 1
# C34H29BFNO23PS2

6 unconnected molecules or ions with the total composition C34H29BFNO23PS2 at a distorted geometry (the ωB97M-V functional and the def2-TZVPD basis, OMol25).

Results
E_HOMO: -10.7 eV
Kohn-Sham gap: 6.716 eV
Net charge: +1
E_LUMO: -0.1479 hartree

Geometry as XYZ:
```
92
Properties=species:S:1:pos:R:3:forces:R:3:lowdin_charge:R:1
S 4.3169 -3.3810 0.2482 1.1 -2.4 0.7 0.580
S 0.8558 -3.6527 -0.1996 0.0 0.2 0.1 0.349
P 1.7335 -4.4283 1.2960 -1.1 0.3 -1.5 0.461
F 3.5999 -2.1779 -0.2802 -0.5 0.8 -0.5 -0.068
O -5.0506 3.8252 -2.8326 0.1 0.1 0.1 0.116
O 4.1139 -8.9189 -2.0439 -0.1 -0.1 -0.1 0.129
O -6.1543 2.3734 -0.6296 0.1 -0.2 0.1 0.075
O 5.7554 -7.0908 1.9756 0.0 -0.1 0.0 0.069
O -5.5041 -0.0071 -1.4283 0.1 -0.3 0.0 0.075
O -8.7951 -0.0094 -4.7770 -0.1 0.0 -0.1 0.135
O -0.9537 0.8625 4.3018 0.0 0.0 0.0 0.130
O 4.8254 -11.3522 -1.3297 -0.1 0.0 -0.1 0.136
O -3.7304 3.8078 -0.5040 -0.2 0.0 0.0 0.117
O 2.3819 -2.6388 3.7022 -1.6 -0.6 0.1 0.175
O -0.2727 -1.5139 3.3992 0.5 0.0 0.2 0.036
O 5.6194 -3.0546 0.6659 -0.2 0.5 -0.2 -0.142
O 0.6103 11.4266 0.0565 0.1 0.1 0.1 0.110
O 1.9465 10.4108 2.0560 0.0 0.1 0.1 0.122
O 2.0376 6.3519 -0.2972 0.0 -0.1 -0.1 0.100
O 0.1192 4.9182 -2.9141 0.1 -0.2 -0.3 0.083
O -3.6133 -1.4376 0.1289 -0.1 0.1 0.0 0.157
O 4.0337 -4.5246 -0.5356 0.0 0.5 -0.1 -0.224
O -1.1767 5.0195 -5.1888 0.1 0.0 -0.1 0.130
O -9.3860 2.4281 -4.0357 -0.1 -0.1 -0.1 0.125
O -4.2524 0.9452 0.9624 -0.2 0.4 0.0 0.121
O 6.5075 -9.4589 2.6258 0.0 0.1 0.1 0.116
O 0.7643 7.3952 -2.3442 0.1 0.1 0.1 0.099
N 3.3789 -3.6499 1.7122 -0.6 -0.1 0.5 -0.282
C 4.8801 -7.8600 -0.0834 -0.1 0.1 -0.1 0.077
C 1.0034 8.1847 -1.3135 0.0 0.2 0.0 -0.232
C -1.7511 4.3708 -1.5980 0.1 0.0 0.0 0.076
C -6.4262 0.4852 -2.0633 -0.1 0.0 -0.1 -0.282
C -2.6444 1.0471 2.6915 -0.1 0.1 -0.1 0.095
C -2.9334 -0.9482 1.1265 0.2 -0.1 0.1 -0.210
C 4.6479 -9.0044 -0.9590 0.0 0.3 0.2 -0.303
C 2.0729 8.3258 0.9901 0.0 -0.1 0.0 0.068
C -7.1206 -0.1630 -3.1457 0.2 -0.1 0.1 0.080
C -1.6434 0.3789 3.2793 -0.1 0.1 0.0 -0.226
C 1.6924 9.6111 1.0371 0.1 -0.2 0.0 -0.239
C -1.2222 -0.9899 2.8106 -0.1 -0.1 -0.2 -0.294
C -8.4998 1.9055 -3.3920 0.1 0.2 0.2 -0.299
C -3.0667 4.0978 -1.6065 0.2 0.1 0.0 -0.220
C -7.8065 2.5394 -2.2862 -0.2 0.0 0.0 0.079
C 5.4890 -8.0542 1.0883 0.0 0.1 -0.1 -0.223
C -1.9208 -1.6050 1.7322 0.2 -0.3 0.0 0.059
C 0.9260 10.2612 -0.0896 -0.1 -0.1 -0.3 -0.316
C -3.1837 4.4318 -4.1293 0.0 0.0 0.0 0.079
C 1.7479 7.5281 -0.1736 0.1 0.1 0.2 -0.315
C 5.7041 -10.5506 0.6887 0.1 -0.1 0.1 0.083
C -3.3454 0.4381 1.5794 0.3 -0.1 0.2 -0.274
C 5.9514 -9.4131 1.5438 0.0 -0.3 -0.2 -0.312
C 6.0358 -3.2686 3.7750 -0.4 -0.2 0.1 0.208
C -8.1039 0.4981 -3.7795 0.1 -0.1 0.1 -0.227
C 5.1225 -3.9448 3.3943 0.9 0.6 -0.2 -0.104
C 5.0897 -10.3698 -0.4922 0.1 0.0 0.2 -0.233
C -1.8713 4.7065 -4.1105 -0.2 0.0 0.0 -0.232
C 3.5395 -0.9210 2.2694 0.3 -0.4 -0.1 0.049
C 4.1198 -4.6321 2.6247 -0.1 -0.2 0.5 -0.184
C 0.6201 9.4701 -1.2622 -0.1 0.1 0.0 0.074
C -6.8342 1.8734 -1.6577 -0.3 0.3 -0.1 -0.236
C -1.0728 4.6768 -2.8341 -0.1 -0.1 0.3 -0.301
C -3.8678 4.1011 -2.8950 0.1 0.1 -0.2 -0.292
B 3.0708 -2.3468 2.6140 0.7 0.8 -0.2 -0.648
H -5.5185 1.6812 -0.3474 -0.1 0.0 0.2 0.079
H 0.0854 9.9494 -2.0697 0.0 0.0 0.0 0.136
H 2.6192 7.8520 1.7929 0.0 0.0 0.0 0.133
H 6.0266 -11.5225 1.0336 0.0 0.0 0.0 0.142
H -2.9569 2.0301 3.0137 0.0 0.0 0.0 0.145
H 2.6637 -0.3238 2.0386 -0.2 0.3 -0.2 0.098
H 4.2997 -0.8120 1.5141 0.1 0.2 -0.3 0.062
H -6.8246 -1.1667 -3.4150 0.0 0.0 0.0 0.137
H 4.3841 -10.9567 -2.1055 0.0 0.0 0.0 0.128
H -9.4352 0.6785 -5.0489 0.0 0.0 0.0 0.128
H -4.2882 -0.7753 -0.1578 0.0 -0.1 -0.2 0.095
H 6.8424 -2.6730 4.1159 0.2 0.1 0.2 0.065
H 4.5572 -5.4600 2.0755 0.0 0.1 -0.4 0.101
H -8.1028 3.5402 -2.0084 0.0 0.0 0.0 0.144
H 1.1380 6.5157 -2.1311 -0.1 -0.1 0.0 0.090
H -1.1655 4.3702 -0.6890 0.0 0.0 0.0 0.136
H -4.6698 3.6243 -0.7215 0.0 0.0 -0.1 0.096
H 6.2067 -7.5579 2.7137 0.1 0.0 0.0 0.127
H -0.2928 0.1920 4.5470 0.0 0.0 0.0 0.118
H -3.7659 4.4477 -5.0395 0.0 0.0 0.0 0.138
H 3.9524 -0.5264 3.1878 0.0 0.2 0.4 0.098
H 2.0516 -5.7764 1.1285 0.5 -0.1 0.4 0.022
H 3.3967 -5.0557 3.3143 -0.5 0.0 -0.1 0.136
H 4.5500 -6.8897 -0.4271 0.1 0.0 0.0 0.106
H 0.9886 -4.2792 2.4610 0.6 -0.2 0.5 0.018
H -1.6011 -2.5928 1.4312 -0.1 0.0 -0.1 0.105
H -0.2581 5.1714 -4.8949 0.0 0.0 0.0 0.125
H 1.5571 11.2778 1.8263 0.0 0.0 0.0 0.123
H 1.4507 -2.2905 3.6979 0.5 0.1 0.5 0.113
```
Forces are in eV/Å.


# 2
# C34H29N2O3ReSi

A molecular structure, C34H29N2O3ReSi at a distorted geometry (the ωB97M-V functional and the def2-TZVPD basis, OMol25).

Results
E_HOMO (spin up / spin down): -10.3 / -10.7 eV
⟨S²⟩: 0.759
Kohn-Sham gap (spin up / spin down): 6.709 / 6.773 eV
2S+1: 2
Net charge: +1
E_LUMO (spin up / spin down): -0.1338 / -0.1434 hartree

Geometry as XYZ:
```
70
Properties=species:S:1:pos:R:3:forces:R:3:mulliken_spin:R:1
Re -1.5020 -0.0076 0.1817 -1.3 -0.5 -0.7 0.779
Si 1.9779 -0.1426 0.1367 -0.5 0.0 0.0 -0.030
O 0.2910 0.0083 0.3499 1.5 -0.3 0.4 0.123
O -2.6036 1.4984 -0.0575 0.1 1.2 -0.1 0.022
O -1.9369 -0.0584 2.1413 -0.2 0.3 0.4 -0.015
N -1.4981 -0.1172 -1.9140 -0.1 -0.1 0.1 -0.034
N -2.6994 -1.5505 -0.1541 0.5 -0.4 -0.1 -0.020
C -4.6967 -2.3766 2.8310 0.1 0.0 0.0 0.020
C -4.8680 -2.1435 4.1564 0.0 0.1 0.0 -0.011
C 4.4143 -2.4622 2.5270 0.0 0.0 0.0 0.000
C 2.1892 -2.6459 3.4150 0.0 0.0 0.0 0.001
C 1.9149 -0.7169 -3.9647 0.0 0.0 0.0 -0.002
C 1.7458 -0.1991 -2.6908 0.1 0.0 0.0 -0.001
C 3.6760 1.8825 1.1746 0.0 0.0 0.0 -0.003
C -3.0450 -0.5319 4.1343 -0.1 0.0 0.1 -0.010
C 2.1038 2.6120 -0.4817 0.0 0.0 0.0 0.002
C -2.8616 -0.7379 2.7499 0.4 0.1 -0.2 0.022
C 4.1743 3.1762 1.2671 0.0 0.0 0.0 0.000
C 2.5906 -1.2706 1.4579 0.1 -0.2 0.3 0.001
C -4.0169 -1.2146 4.8076 0.0 0.0 0.0 0.021
C 2.2095 -0.8781 -1.5559 0.1 0.0 -0.3 0.014
C 2.5936 3.9034 -0.3895 0.0 0.0 0.0 0.000
C 1.7237 -1.7986 2.4185 0.0 0.0 0.0 0.000
C 3.0336 -2.6240 -3.0299 0.0 0.0 0.0 0.000
C -2.0476 2.1681 -2.3315 0.0 -0.1 -0.2 -0.005
C 3.9458 -1.6173 1.5332 0.0 0.0 0.0 0.001
C -2.7144 3.7685 -0.6585 0.0 0.1 0.0 -0.006
C -2.7072 -2.1379 -1.5217 -0.1 0.1 0.1 0.006
C -2.4344 2.4604 -1.0199 -0.2 -0.3 0.3 0.047
C -3.6853 -1.6927 2.0853 -0.1 -0.2 0.0 0.005
C -3.5279 -2.0576 0.7438 0.0 -0.1 -0.1 0.025
C 3.5343 -2.9788 3.4691 0.0 0.0 0.0 0.000
C 2.6387 1.5732 0.2928 0.0 0.3 -0.1 0.002
C -2.2379 4.5028 -2.9153 0.0 -0.1 0.1 -0.001
C -2.6057 4.7780 -1.5988 0.0 0.0 0.0 0.008
C -1.8112 0.8024 -2.7441 0.1 0.1 -0.1 0.036
C 2.5604 -1.9365 -4.1356 0.0 0.0 0.0 -0.001
C -1.5439 -1.5300 -2.2966 0.1 0.1 0.0 -0.008
C -1.9762 3.1987 -3.2765 0.0 0.0 0.0 0.004
C 3.6372 4.1852 0.4845 0.0 0.0 0.0 0.000
C 2.8615 -2.0975 -1.7544 -0.1 -0.1 0.0 -0.002
H -2.8154 5.7977 -1.3031 0.0 0.0 0.0 0.001
H 2.7034 -2.3411 -5.1293 0.0 0.0 0.0 0.000
H -1.7033 2.9530 -4.2961 0.0 0.0 0.0 0.000
H -1.6624 -1.6584 -3.3737 0.0 0.0 0.0 0.000
H 2.1661 4.6911 -0.9966 0.0 0.0 0.0 0.000
H 3.8994 -3.6375 4.2462 0.0 0.0 0.0 0.000
H -2.1692 5.2983 -3.6432 0.0 0.0 0.0 0.000
H 1.2810 2.4199 -1.1642 0.0 0.0 0.0 0.001
H 1.5613 -0.1663 -4.8286 0.0 0.0 0.0 0.000
H 1.5033 -3.0431 4.1520 0.0 0.0 0.0 0.000
H -3.6604 -1.9118 -2.0053 0.0 0.0 0.0 0.001
H 4.0259 5.1926 0.5569 0.0 0.0 0.0 0.000
H 4.0980 1.1109 1.8070 0.0 0.0 0.0 0.000
H -2.4028 0.1842 4.6274 0.0 0.0 0.0 0.001
H 4.9787 3.3959 1.9567 0.0 0.0 0.0 0.000
H -4.1754 -2.8561 0.3827 0.0 0.0 0.0 -0.001
H -4.1396 -1.0419 5.8693 0.0 0.0 0.0 0.001
H -2.5968 -3.2199 -1.4546 0.0 0.0 0.0 -0.002
H 3.5397 -3.5719 -3.1580 0.0 0.0 0.0 0.000
H -0.6040 -1.9912 -1.9881 0.0 0.0 0.0 0.004
H -3.0136 3.9714 0.3606 0.0 0.0 0.0 -0.001
H 4.6507 -1.2234 0.8073 0.0 0.0 0.0 0.000
H 5.4650 -2.7177 2.5691 0.0 0.0 0.0 0.000
H -5.6387 -2.6573 4.7122 0.0 0.0 0.0 0.000
H 3.2289 -2.6577 -0.9030 0.0 0.0 0.0 0.000
H -1.9171 0.5476 -3.7996 0.0 0.0 0.0 -0.004
H 0.6713 -1.5361 2.4012 0.0 0.0 0.0 0.007
H 1.2592 0.7614 -2.5829 0.0 0.1 0.0 -0.001
H -5.3295 -3.0861 2.3114 0.0 0.0 0.0 0.001
```
Forces are in eV/Å.


The records above yield relative energy (zero: lowest compared OMol25 entry of this formula, charge and spin) values of 0.0 0.0 kJ/mol, respectively.
The records above yield energy values of -4360.45750 -2015.93759 hartree, respectively.